No. 1
Below is a molecular structure, C16H38InN2O3, with properties calculated with ωB97M-V with the def2-TZVPD basis set.

The geometry in XYZ format:
```
60
Properties=species:S:1:pos:R:3:forces:R:3
In -1.0740 3.9658 -4.4990 0.0 0.3 0.1
O 1.7335 -1.4837 0.5869 0.1 -0.4 0.0
O 0.6523 -4.0074 5.6910 0.1 0.0 0.0
O 0.3718 1.5145 -1.8466 -5.5 -4.7 -4.0
N -1.8994 1.4648 -2.7322 0.5 -3.5 -0.1
N 2.2972 6.8135 -4.6559 -2.5 -4.6 3.0
C 0.9215 4.6333 -5.4282 1.5 1.5 0.7
C 2.5584 0.8198 0.3159 0.3 -0.1 0.0
C 0.1189 -5.0868 4.9290 0.0 0.1 -0.1
C -1.6810 1.8652 -5.2328 -0.6 -1.6 0.1
C 3.0441 -2.0170 2.6017 -0.1 0.2 0.1
C -2.5686 1.0966 -4.0402 0.4 1.0 -1.7
C 2.9424 -2.0490 1.0862 -0.2 0.1 0.0
C -2.8069 1.2991 -1.5362 0.1 1.5 2.3
C -0.1255 -0.6952 -3.0961 0.9 -0.1 0.7
C -1.2378 -3.7655 7.2495 -0.1 -0.2 0.0
C 1.6236 5.6344 -4.3170 1.2 1.8 -1.8
C -0.2887 -3.1052 6.2639 0.1 -0.1 0.1
C -0.5503 0.8021 -2.5509 3.3 3.6 3.1
C 1.5010 -0.1108 0.8850 0.0 0.3 -0.2
C -2.9668 2.8271 -0.8758 0.3 0.0 -1.2
C -0.6851 -4.6352 3.7216 -0.1 0.2 0.0
H 2.6080 7.1782 -3.7055 -0.4 -0.3 -1.4
H 2.1622 -2.4779 3.0581 0.1 0.0 0.0
H 0.2940 -2.3456 6.7967 0.1 -0.2 -0.2
H -0.9819 -5.4966 3.1166 0.1 0.1 0.1
H -1.8671 -3.0145 7.7362 0.1 -0.1 -0.1
H -2.3650 1.9428 -6.1785 1.4 -0.3 1.5
H -1.9271 3.1839 -0.4283 -2.3 -0.8 -0.9
H 3.1093 -0.9921 2.9781 0.1 -0.1 0.0
H 3.5322 0.6560 0.7863 0.0 0.0 0.1
H -0.8389 -2.5784 5.4775 -0.1 0.0 0.0
H 2.2785 1.8642 0.4824 0.0 -0.2 -0.1
H -0.0980 -3.9515 3.1000 0.0 -0.1 0.0
H -3.6526 1.5794 -4.0857 2.3 -1.1 0.4
H -1.5949 -4.1066 4.0199 0.0 -0.1 -0.1
H 1.3894 0.0310 1.9649 0.1 0.0 0.1
H -0.9272 -1.5334 -2.8531 1.4 2.0 -0.8
H -1.8974 -4.4825 6.7524 0.0 0.1 0.1
H 3.8078 -1.5651 0.6223 0.0 0.1 0.1
H -0.6800 -4.3113 8.0172 0.0 0.1 -0.1
H -0.4710 -5.7493 5.5705 -0.1 0.0 0.0
H 2.9575 -3.0933 0.7569 -0.2 0.2 -0.1
H 2.6820 0.6535 -0.7590 -0.2 0.1 0.2
H -2.6313 -0.0606 -4.2448 0.0 2.0 0.6
H 0.2182 -0.7118 -4.2267 -1.1 0.2 2.3
H 1.4961 5.3041 -3.1796 0.4 0.7 -2.4
H 3.9365 -2.5535 2.9360 -0.1 0.0 0.0
H 0.7860 5.2439 -6.4221 0.5 -1.2 1.9
H 1.6104 3.7008 -5.5907 -1.1 1.8 0.3
H 0.8439 -0.9991 -2.4695 -2.2 0.9 -1.3
H -3.1668 3.5320 -1.8139 0.4 -1.4 2.2
H -2.3299 0.6056 -0.6901 -1.0 1.3 -1.9
H -0.9191 4.0201 -2.6799 0.1 0.2 -0.8
H -0.7273 1.1932 -5.4691 -2.0 1.3 0.3
H 0.5342 0.1448 0.4372 0.2 -0.2 0.0
H -2.2764 5.2417 -5.0087 0.1 -0.4 0.0
H -3.8582 2.9091 -0.1240 1.7 -0.2 -1.2
H 0.9742 -5.6744 4.5795 0.0 0.2 0.2
H -3.8907 0.9326 -1.7796 2.2 0.4 0.0
```
Positions in Å, forces in eV/Å.

E_HOMO: -4.608 eV
Charge: -1
E_tot: -31497.6147 eV

Here are the Mulliken charges for atoms 1 to 6, given in e: number 1, In, carries 0.7036; number 2, O, carries -0.3785; number 3, O, carries -0.4199; number 4, O, carries -0.4447; number 5, N, carries 0.7490; number 6, N, carries -0.6727

No. 2
Below is 3 unconnected molecules or ions with the total composition C16H38N2O, with properties calculated with ωB97M-V with the def2-TZVPD basis set.

The geometry in XYZ format:
```
57
Properties=species:S:1:pos:R:3:forces:R:3
O 1.5202 0.8645 2.5621 0.1 0.2 0.2
N 0.2800 1.0095 -3.4666 0.2 0.4 0.0
N -2.0441 -1.5876 2.4769 0.0 0.2 0.3
C 1.4174 1.3684 1.2421 -0.5 0.0 -0.5
C -1.6892 1.3998 -4.9291 -0.2 -0.1 0.1
C -2.6612 0.8856 2.4690 -0.1 -0.1 0.1
C -0.7226 1.9677 -3.8922 -0.3 0.0 -0.4
C 2.7657 1.1328 0.5521 0.3 0.2 -0.1
C -0.6543 -2.7198 0.7574 0.2 0.3 0.0
C -0.2780 -0.0888 -2.6914 0.1 -0.6 0.1
C -0.9357 -1.5843 3.4270 0.7 -0.3 -0.2
C -1.5690 -1.5471 1.1078 -0.1 -0.2 -0.4
C 2.6924 0.8548 -2.9595 0.0 0.4 -0.1
C -0.4159 -1.3886 -3.4855 0.1 0.5 -0.2
C 3.6364 0.5175 1.6566 0.0 -0.1 -0.2
C 1.4024 1.6478 -2.7675 -0.2 -0.8 0.3
C -1.3111 -1.4054 4.8797 0.0 0.6 0.0
C -3.0602 -0.5709 2.7266 -0.1 0.0 -0.2
C 2.5942 -0.0644 2.5788 -0.4 -0.4 0.4
H 2.9127 -0.2048 3.6126 0.0 0.2 0.0
H -3.5068 1.5330 2.7104 0.0 0.0 0.0
H -1.1400 0.8899 -5.7218 0.0 0.1 -0.1
H -1.8141 1.1848 3.0900 0.0 0.0 0.0
H -1.3056 2.3727 -3.0456 0.1 0.0 0.0
H -2.4038 1.0670 1.4258 0.0 0.0 0.0
H 2.2417 -1.0516 2.2382 0.0 0.1 -0.2
H -2.4498 -1.5670 0.4547 0.0 0.0 0.1
H -0.5831 -2.8416 -0.3249 -0.1 0.0 0.0
H -1.7131 -0.4047 5.0615 -0.1 -0.1 0.0
H -3.9213 -0.8376 2.1041 0.0 0.1 0.0
H -0.2021 2.8022 -4.3658 0.0 0.0 0.1
H 4.2075 1.2804 2.1835 0.1 0.0 0.0
H 0.5631 -1.6440 -3.8941 0.0 -0.2 0.1
H 3.5167 1.3440 -2.4358 0.0 0.0 0.0
H -2.0412 -2.1377 5.2198 0.1 -0.1 0.0
H -0.7905 -2.1892 -2.8490 0.0 -0.1 0.0
H -2.2884 2.2058 -5.3560 0.1 0.0 -0.1
H -2.4004 0.6776 -4.5191 0.1 0.0 0.2
H 1.1603 1.6764 -1.6927 0.1 0.4 0.0
H -0.1522 -0.8503 3.1665 -0.3 0.2 0.0
H 4.3035 -0.2542 1.2760 0.2 0.1 0.0
H 2.6163 -0.1635 -2.5765 -0.1 0.0 0.0
H -3.3996 -0.6670 3.7561 0.0 -0.1 0.0
H 2.6671 0.4581 -0.2968 -0.1 -0.1 0.1
H -1.2434 0.1767 -2.2362 0.0 0.1 -0.1
H 2.9349 0.8157 -4.0218 0.0 -0.1 0.0
H 0.3654 -2.5341 1.1045 -0.1 -0.1 0.1
H -1.0411 -0.6075 0.8665 0.0 0.0 0.1
H 3.1876 2.0561 0.1527 0.0 0.0 0.1
H -1.0780 -1.2544 -4.3406 -0.1 -0.1 0.1
H 1.1168 2.4169 1.2684 0.2 0.0 0.2
H 0.6105 0.8486 0.7021 0.1 -0.1 0.1
H 0.3976 -0.3093 -1.8563 -0.1 0.1 0.0
H -1.0171 -3.6443 1.2035 0.0 -0.1 0.0
H 1.5414 2.6689 -3.1156 -0.1 0.0 -0.1
H -0.3975 -1.4551 5.4734 -0.1 -0.3 0.1
H -0.4213 -2.5482 3.3339 -0.1 0.0 0.0
```
Positions in Å, forces in eV/Å.

E_HOMO: -8.118 eV
Charge: 0
E_tot: -22235.1237 eV
Energy relative to the best compared isomer or geometry (same formula, charge and spin): 0.00 kJ/mol

Here are the natural (NBO) charges for atoms 1 to 6, given in e: number 1, O, carries -0.5308; number 2, N, carries -0.4633; number 3, N, carries -0.4488; number 4, C, carries -0.0762; number 5, C, carries -0.6164; number 6, C, carries -0.6434

No. 3
Below is a molecular structure, C16H39B3N2O9, with properties calculated with ωB97M-V with the def2-TZVPD basis set.

The geometry in XYZ format:
```
69
Properties=species:S:1:pos:R:3:forces:R:3
O -3.4216 -2.7036 4.9909 0.0 0.9 0.7
O -2.2811 -1.5636 3.2672 0.0 1.1 0.6
O -2.7578 0.3224 6.1434 0.0 0.0 -0.4
O -1.0695 -2.4243 5.1102 0.0 0.8 0.6
O 2.4505 1.2281 -2.0851 -0.1 0.1 0.0
O 1.0737 -2.1445 0.7514 -0.1 0.0 -0.1
O -0.9777 -1.9062 -3.3062 0.1 -0.1 0.0
O 4.3990 5.3645 -2.4733 -0.1 0.0 0.0
O -4.9070 0.9352 5.9657 0.2 0.2 -0.8
N -0.6380 -3.9912 -1.1743 0.0 0.1 0.0
N 3.1916 3.0745 -4.3246 0.0 0.0 0.2
C -3.2395 2.6285 5.7299 -0.4 0.3 0.4
C 3.8869 4.5020 -1.4774 0.0 0.1 0.1
C 0.9625 -1.3140 -0.3882 0.3 0.0 0.1
C 1.0914 1.6138 -2.0621 0.0 0.0 0.0
C -3.5826 1.1909 5.9730 0.1 -0.2 0.5
C -5.2076 -0.3577 5.3976 -0.3 -0.3 0.3
C 2.9429 0.8321 -3.3569 0.1 -0.2 0.0
C -1.9516 -2.8690 -2.9211 -0.2 0.0 0.0
C 3.8904 1.8572 -3.9405 0.0 0.1 0.0
C -0.0966 -2.8731 1.0700 0.0 -0.1 0.2
C 0.0654 -2.4025 -4.1179 0.0 0.1 0.0
C -0.3074 -4.1355 0.2414 0.0 -0.1 -0.1
C -4.5212 -0.5461 4.0427 -0.1 -0.5 -0.3
C 5.0136 4.7282 -3.5757 0.2 0.1 -0.1
C -1.8452 -3.2281 -1.4547 0.2 0.0 0.0
C 4.0490 4.2130 -4.6384 -0.1 0.0 -0.1
B -2.2623 -2.6674 5.7674 -0.1 -0.5 -0.5
B -3.4096 -1.6506 4.0867 0.2 -0.6 -0.7
B -1.1469 -1.5065 4.0751 -0.1 -0.7 -0.4
H 0.1436 -3.5561 -1.6445 0.0 0.0 0.0
H 3.3923 5.0429 -4.9100 0.0 0.0 0.0
H -1.0922 -4.7318 0.7193 0.0 0.0 0.0
H 4.3680 1.4281 -4.8272 0.0 0.0 0.0
H -5.2546 -0.8053 3.2696 0.0 0.0 0.1
H 0.4631 0.8856 -2.5856 0.0 0.0 0.0
H 0.0316 -3.1939 2.1082 0.0 0.0 0.0
H 4.5104 3.6124 -1.3516 0.0 0.0 0.0
H 5.7065 3.9514 -3.2281 -0.1 -0.1 0.0
H -0.0387 -0.8840 -0.4836 0.0 0.0 0.0
H 1.2183 -1.8566 -1.3038 -0.1 0.1 -0.1
H 3.4952 -0.1005 -3.2096 0.0 0.0 0.0
H 0.5904 -1.5430 -4.5328 0.0 0.0 0.0
H 2.5577 3.3396 -3.5829 0.0 0.0 0.0
H -4.1416 3.2353 5.6632 0.0 -0.1 0.0
H -0.3183 -0.6743 3.9107 0.2 -0.2 -0.2
H 0.7817 1.6520 -1.0190 0.0 0.0 0.0
H 2.8582 4.1952 -1.6885 0.0 -0.1 0.0
H -2.9315 -2.4158 -3.0931 0.0 0.0 0.0
H 4.6758 2.0363 -3.1938 0.0 -0.1 0.0
H 0.9307 2.6039 -2.5035 0.0 0.0 -0.1
H -6.2919 -0.4053 5.3086 0.1 0.3 0.1
H -1.8824 -3.7628 -3.5490 0.1 0.0 0.0
H -2.3208 -2.7877 6.9447 0.1 -0.3 0.0
H 4.6305 3.9651 -5.5330 0.0 0.0 0.0
H -4.0452 0.3720 3.6904 -0.1 0.0 0.0
H 2.1168 0.6267 -4.0458 0.0 0.1 0.0
H -2.6979 2.7061 4.7866 0.1 -0.1 0.1
H -2.7166 -3.8296 -1.1765 0.0 0.0 0.0
H 3.8797 5.0566 -0.5393 0.0 0.0 0.0
H -0.3246 -3.0046 -4.9439 0.0 0.0 0.0
H -0.9712 -2.2133 1.0563 0.0 0.0 -0.1
H 0.6124 -4.7224 0.2972 0.0 0.0 0.0
H -1.8949 -2.2893 -0.8866 -0.1 0.0 0.0
H -2.6229 3.0070 6.5461 0.1 -0.1 -0.2
H -4.9091 -1.1337 6.1042 0.0 0.1 -0.1
H 1.6860 -0.5065 -0.2861 0.0 0.0 0.1
H 5.6260 5.4985 -4.0506 0.0 0.0 0.0
H 0.7858 -3.0049 -3.5530 0.0 0.0 0.0
```
Positions in Å, forces in eV/Å.

E_HOMO: -8.605 eV
Charge: 0
E_tot: -40665.1661 eV
Energy relative to the best compared isomer or geometry (same formula, charge and spin): 0.00 kJ/mol

Here are the natural (NBO) charges for atoms 1 to 6, given in e: number 1, O, carries -0.9098; number 2, O, carries -0.9116; number 3, O, carries -0.6205; number 4, O, carries -0.9011; number 5, O, carries -0.5584; number 6, O, carries -0.5443

Question: The lowest E_HOMO belongs to which entry?
Answer: C16H39B3N2O9